A structure of composition C59H48FN3O2P3Ti at a distorted geometry. Source: the OMol25 dataset; level of theory: ωB97M-V with the def2-TZVPD basis set.

Output
* energy relative to the best compared isomer or geometry (same formula, charge and spin): 0.102 eV
* 2S+1: 2
* gap between HOMO and LUMO (spin up / spin down): 5.98 / 7.44 eV
* total energy: -124228.39641 eV
* HOMO (spin up / spin down): -5.5 / -7.3 eV

XYZ file:
```
117
Properties=species:S:1:pos:R:3:lowdin_spin:R:1
Ti 0.2418 -0.3797 -0.0877 0.175
O 1.3371 1.2416 -0.0968 0.155
C 0.1923 1.4386 -0.7179 0.306
C -0.1732 2.4478 -1.6532 0.030
C 0.6252 3.5574 -1.9711 0.070
C 0.2001 4.4635 -2.9284 -0.006
C -1.0181 4.2843 -3.5773 0.083
C -1.8265 3.1947 -3.2559 -0.007
C -1.4275 2.2788 -2.2949 0.067
P -2.3953 0.8034 -1.7659 0.010
C -3.5091 0.6068 -3.2196 0.000
C -2.9025 0.0507 -4.3535 0.001
C -3.6364 -0.1990 -5.5039 0.000
C -4.9963 0.0937 -5.5397 0.001
C -5.6055 0.6549 -4.4271 0.000
C -4.8670 0.9124 -3.2745 0.000
C -3.5182 1.5329 -0.5071 0.005
C -4.6206 0.7823 -0.0838 0.000
C -5.4600 1.2474 0.9207 0.001
C -5.1930 2.4601 1.5468 0.000
C -4.0864 3.2015 1.1561 0.001
C -3.2577 2.7428 0.1349 0.002
H 1.5742 3.6854 -1.4624 0.005
H 0.8232 5.3165 -3.1787 -0.002
H -1.3388 4.9924 -4.3325 0.006
H -2.7781 3.0682 -3.7607 -0.002
H -1.8409 -0.1804 -4.3294 0.000
H -3.1479 -0.6306 -6.3702 0.000
H -5.5761 -0.1142 -6.4316 0.000
H -6.6613 0.9001 -4.4538 0.000
H -5.3555 1.3704 -2.4224 0.000
H -4.8245 -0.1753 -0.5541 0.000
H -6.3202 0.6584 1.2204 0.000
H -5.8356 2.8178 2.3430 0.000
H -3.8645 4.1445 1.6448 0.000
H -2.4057 3.3384 -0.1732 0.001
O -1.1866 -1.2555 0.6409 0.010
C -1.7242 -2.4616 0.8321 0.001
C -3.0479 -2.5616 1.2647 0.001
C -3.6308 -3.7887 1.5124 0.000
C -2.9047 -4.9640 1.3301 0.001
C -1.6072 -4.8759 0.8724 0.000
C -1.0062 -3.6442 0.5994 0.001
C 0.3438 -3.5924 0.0285 0.001
N 1.1222 -2.5328 -0.0821 0.004
C 2.2769 -2.9426 -0.7261 0.001
C 2.2002 -4.2655 -0.9940 0.000
N 0.9700 -4.6640 -0.5144 0.000
H -3.5963 -1.6388 1.4059 0.000
H -4.6562 -3.8321 1.8617 0.000
H -3.3498 -5.9291 1.5371 0.000
H -1.0358 -5.7898 0.7410 0.000
H 3.0796 -2.2551 -0.9396 0.000
H 2.8781 -4.9420 -1.4870 0.000
H 0.5822 -5.5864 -0.5867 0.000
C 2.3183 1.9063 3.2051 0.001
N 1.4322 0.7299 3.0360 0.009
P 2.0431 -0.5914 2.0770 0.004
C 3.8010 -0.2033 1.6866 0.002
C 4.8422 -0.4363 2.5882 0.000
C 6.1567 -0.1649 2.2363 0.000
C 6.4553 0.3318 0.9731 0.000
C 5.4325 0.5570 0.0637 0.000
C 4.1144 0.2890 0.4158 0.003
C 2.2879 -1.8946 3.3472 0.000
C 2.3746 -1.5882 4.7023 0.000
C 2.5281 -2.5916 5.6490 0.000
C 2.5984 -3.9213 5.2533 0.000
C 2.5439 -4.2400 3.9031 0.000
C 2.3890 -3.2336 2.9546 0.000
P -0.2035 1.0479 2.4254 0.011
C -0.5093 2.7264 3.0975 0.000
C -0.4900 3.7893 2.1951 0.001
C -0.6731 5.0960 2.6360 0.000
C -0.8743 5.3443 3.9859 0.000
C -0.8938 4.2873 4.8938 0.000
C -0.7159 2.9836 4.4530 0.000
C -1.2921 0.0911 3.5439 0.000
C -0.8967 -0.7046 4.6105 0.001
C -1.8489 -1.3308 5.4124 0.000
C -3.2015 -1.1514 5.1611 0.000
C -3.6037 -0.3529 4.0938 0.000
C -2.6556 0.2491 3.2832 0.000
H 3.3079 1.5739 3.5105 0.000
H 1.9299 2.5536 3.9864 0.000
H 2.4241 2.4900 2.2849 0.000
H 4.6328 -0.8366 3.5718 0.000
H 6.9512 -0.3492 2.9501 0.000
H 7.4838 0.5374 0.6989 0.000
H 5.6571 0.9420 -0.9245 0.000
H 3.3221 0.4796 -0.2915 0.002
H 2.3204 -0.5509 5.0155 0.000
H 2.5827 -2.3343 6.7005 0.000
H 2.6953 -4.7054 5.9952 0.000
H 2.6145 -5.2738 3.5847 0.000
H 2.3616 -3.4908 1.9034 0.000
H -0.3240 3.5874 1.1395 0.002
H -0.6585 5.9154 1.9264 0.000
H -1.0161 6.3606 4.3350 0.000
H -1.0520 4.4825 5.9482 0.000
H -0.7380 2.1627 5.1623 0.000
H 0.1580 -0.8352 4.8246 0.000
H -1.5256 -1.9507 6.2414 0.000
H -3.9413 -1.6343 5.7902 0.000
H -4.6590 -0.2100 3.8846 0.000
H -2.9700 0.8581 2.4407 0.000
F 1.1565 -2.5373 -5.8809 0.003
C 0.9010 -2.0106 -4.6599 0.009
C -0.1355 -2.5330 -3.9104 0.000
C -0.3812 -1.9927 -2.6553 0.010
C 0.3899 -0.9551 -2.1153 0.009
C 1.4034 -0.4500 -2.9370 0.009
C 1.6702 -0.9642 -4.2071 -0.001
H -0.7391 -3.3388 -4.3148 0.000
H -1.2165 -2.3950 -2.0880 0.000
H 2.0086 0.3823 -2.5919 0.000
H 2.4544 -0.5591 -4.8366 0.000
```